# 1
77
Properties=species:S:1:pos:R:3:lowdin_spin:R:1 method="wB97M-V/def2-TZVPD" relative_energy_ev=2.8355 homo_ev="-1.5 / -2.5" spin_multiplicity=6 homo_lumo_gap_ha="0.1469 / 0.1829" lumo_ha="0.08998 / 0.09121" charge=-1
Dy -0.245 -0.465 0.311 4.363
N -2.222 -1.550 0.599 -0.022
N -0.625 -2.502 -1.630 -0.016
C 2.020 0.895 -0.509 -0.029
C 2.308 -0.402 0.056 -0.023
C 2.052 -0.336 1.483 -0.019
C 2.370 -1.510 2.336 -0.002
H 2.364 -2.432 1.733 -0.001
H 1.590 -1.689 3.114 0.000
H 3.358 -1.484 2.818 0.000
C 1.535 0.991 1.774 -0.024
C 1.081 1.623 3.044 -0.002
H 1.895 1.865 3.742 0.000
H 0.404 0.985 3.614 0.000
H 0.528 2.545 2.831 -0.001
C 1.530 1.732 0.537 -0.031
C 1.269 3.199 0.393 -0.004
H 0.384 3.537 0.956 -0.002
H 1.153 3.488 -0.662 0.000
H 2.142 3.768 0.771 0.000
C 2.795 -1.591 -0.698 -0.002
H 3.860 -1.787 -0.483 0.000
H 2.716 -1.425 -1.782 0.000
H 2.228 -2.512 -0.474 -0.001
C 2.562 1.399 -1.799 -0.002
H 1.821 2.001 -2.353 -0.001
H 2.894 0.568 -2.438 0.000
H 3.448 2.040 -1.602 -0.001
C -2.950 -1.046 1.611 -0.018
H -3.632 -0.177 1.440 -0.002
C -2.875 -1.715 2.870 0.003
H -3.165 -1.198 3.784 0.001
C -2.663 -3.140 2.795 -0.004
H -2.965 -3.795 3.620 0.000
C -1.977 -3.650 1.730 0.009
H -1.501 -4.629 1.761 0.000
C -1.634 -2.800 0.643 -0.013
C -0.689 -3.154 -0.380 -0.014
H -0.325 -4.179 -0.450 0.000
C -0.704 -1.130 -1.798 -0.057
C -0.342 -3.146 -2.862 -0.002
H -0.288 -4.223 -2.953 0.000
C -0.272 -2.168 -3.777 -0.003
H -0.118 -2.245 -4.847 0.000
N -0.553 -0.967 -3.147 -0.009
C -0.732 0.298 -3.753 -0.001
C 0.299 0.872 -4.517 -0.001
C 0.152 2.205 -4.921 0.000
H 0.976 2.691 -5.463 0.000
C -1.005 2.934 -4.622 -0.001
C -1.195 4.337 -5.097 0.000
H -1.069 5.054 -4.278 0.000
H -2.208 4.469 -5.492 0.000
H -0.480 4.580 -5.886 0.000
C -2.002 2.336 -3.844 0.000
H -2.882 2.913 -3.541 0.000
C -1.901 1.009 -3.439 -0.001
C -3.015 0.381 -2.673 -0.002
H -3.567 -0.381 -3.243 0.000
H -3.724 1.164 -2.386 0.000
H -2.682 -0.094 -1.738 -0.002
C 1.569 0.138 -4.845 0.000
H 1.505 -0.406 -5.802 0.000
H 1.874 -0.581 -4.074 0.000
H 2.390 0.864 -4.958 0.000
S -0.550 -1.416 3.300 0.029
C -0.386 -1.190 4.999 0.145
N -1.352 -1.545 5.944 0.202
C -1.256 -1.116 7.250 0.189
C -0.205 -0.314 7.627 0.019
C 0.878 -0.122 6.763 0.254
C 0.798 -0.631 5.472 0.061
H -2.089 -2.210 5.704 0.007
H -2.029 -1.422 7.956 0.016
H -0.205 0.180 8.590 -0.006
H 1.784 0.398 7.082 0.021
H 1.619 -0.494 4.771 -0.001

=====

# 2
91
Properties=species:S:1:pos:R:3:lowdin_spin:R:1 method="wB97M-V/def2-TZVPD" homo_ev="-10.9 / -10.7" spin_multiplicity=2 homo_lumo_gap_ha="0.2638 / 0.2410" lumo_ha="-0.13543 / -0.15271" charge=+1
Re -0.530 0.804 -1.020 0.323
C 2.663 -0.368 -3.188 0.001
Si 2.861 0.782 -1.686 0.002
C 4.462 0.407 -0.705 0.000
C 2.814 2.654 -2.051 0.001
N 1.491 0.419 -0.602 0.005
P 1.465 0.527 1.055 0.053
C -0.318 0.498 1.104 0.454
P -1.244 -1.026 1.106 0.051
N -1.327 -1.052 -0.549 0.010
Si -2.501 -1.862 -1.604 0.001
C -2.947 -3.531 -0.786 0.000
C -1.581 -2.076 -3.252 0.002
C -4.102 -0.862 -1.835 0.000
C -2.856 -0.701 1.855 0.004
C -3.717 -1.705 2.287 0.000
C -4.996 -1.378 2.705 0.001
C -5.411 -0.056 2.713 0.001
C -4.539 0.950 2.324 0.001
C -3.268 0.628 1.888 0.009
C -0.553 -2.589 1.680 0.005
C 0.027 -3.449 0.755 0.001
C 0.522 -4.670 1.176 0.000
C 0.466 -5.016 2.518 0.001
C -0.074 -4.136 3.443 0.001
C -0.591 -2.922 3.028 0.001
C 2.016 2.173 1.557 0.006
C 1.121 3.225 1.392 0.004
C 1.528 4.524 1.634 0.000
C 2.841 4.781 2.004 0.001
C 3.734 3.734 2.169 0.001
C 3.321 2.429 1.964 0.001
C 2.460 -0.759 1.837 0.002
C 2.741 -1.899 1.093 0.000
C 3.505 -2.909 1.646 0.000
C 3.987 -2.783 2.941 0.000
C 3.679 -1.661 3.692 0.000
C 2.910 -0.645 3.148 0.000
H 3.321 -0.069 -3.997 0.000
H 1.643 -0.317 -3.554 0.000
H 2.882 -1.407 -2.961 0.000
H 5.329 0.565 -1.337 0.000
H 4.516 -0.609 -0.326 0.000
H 4.560 1.078 0.141 0.000
H 3.230 2.889 -3.025 0.000
H 3.379 3.224 -1.318 0.000
H 1.792 3.017 -2.026 0.000
H -2.092 -4.184 -0.641 0.000
H -3.653 -4.056 -1.422 0.000
H -3.423 -3.393 0.180 0.000
H -0.809 -2.838 -3.226 0.000
H -1.108 -1.140 -3.531 0.000
H -2.274 -2.337 -4.044 0.000
H -4.806 -0.990 -1.020 0.000
H -4.592 -1.172 -2.752 0.000
H -3.900 0.200 -1.918 0.000
H -3.388 -2.734 2.311 0.000
H -5.675 -2.159 3.014 0.000
H -6.416 0.191 3.020 0.000
H -4.853 1.983 2.353 0.000
H -2.573 1.390 1.570 0.005
H 0.062 -3.136 -0.278 0.000
H 0.953 -5.354 0.460 0.000
H 0.840 -5.974 2.843 0.000
H -0.096 -4.402 4.487 0.000
H -1.032 -2.236 3.738 0.000
H 0.111 3.005 1.080 0.001
H 0.826 5.335 1.523 0.000
H 3.166 5.797 2.163 0.000
H 4.759 3.932 2.448 0.000
H 4.006 1.611 2.132 0.000
H 2.355 -1.948 0.084 0.000
H 3.726 -3.795 1.070 0.000
H 4.602 -3.561 3.366 0.000
H 4.040 -1.578 4.705 0.000
H 2.672 0.231 3.734 0.000
F 0.263 3.782 -4.004 0.000
C -0.114 2.941 -4.971 0.001
F 0.973 2.486 -5.582 0.000
F -0.851 3.619 -5.839 0.000
S -1.160 1.609 -4.170 0.002
O -0.272 0.925 -3.256 0.008
O -1.735 0.841 -5.203 0.000
N -2.186 2.499 -3.373 0.000
S -1.920 2.710 -1.865 0.005
O -2.554 1.728 -1.022 0.012
O -0.552 2.978 -1.490 0.020
C -2.843 4.295 -1.511 0.000
F -2.559 4.666 -0.260 0.000
F -4.155 4.125 -1.606 0.000
F -2.470 5.264 -2.333 0.000

=====

# 3
85
Properties=species:S:1:pos:R:3:lowdin_spin:R:1 method="wB97M-V/def2-TZVPD" relative_energy_ev=4.3348 homo_ev="-3.2 / -3.9" spin_multiplicity=5 homo_lumo_gap_ha="0.1918 / 0.2071" lumo_ha="0.07582 / 0.06294" charge=-1
Fe -0.298 0.109 1.459 1.957
N 1.939 -1.321 5.107 0.002
C 1.077 -0.541 4.340 0.002
S -0.616 -0.886 4.409 0.010
N 1.672 0.398 3.660 -0.001
N 0.813 1.125 2.840 -0.030
C 0.637 2.360 3.100 0.003
C -0.144 3.251 2.240 0.054
C 0.167 4.628 2.190 0.310
C -0.482 5.468 1.259 0.037
C -1.391 4.985 0.372 0.232
C -1.792 3.528 0.342 0.062
C -1.155 2.726 1.456 0.151
O -1.581 1.510 1.569 0.094
H 1.549 -2.221 5.333 0.000
H 2.881 -1.340 4.745 0.000
H 1.148 2.779 3.967 -0.002
H 0.920 5.029 2.858 0.021
H -0.232 6.523 1.236 -0.005
H -1.849 5.638 -0.360 0.014
H -3.549 2.295 0.216 0.016
N -0.959 2.499 -3.070 0.011
C -1.786 3.224 -2.223 0.022
C -2.888 3.991 -2.652 0.308
C -3.927 4.473 -1.821 0.016
C -4.138 4.225 -0.496 0.265
C -3.333 3.349 0.422 0.068
C -1.319 2.904 -0.952 0.157
N -0.312 1.996 -1.020 0.012
C -0.120 1.764 -2.300 0.091
C 0.849 0.821 -2.855 0.005
C 1.416 0.879 -4.091 0.029
S 2.497 -0.427 -4.291 0.012
C 2.107 -0.969 -2.699 -0.005
N 1.240 -0.243 -2.080 0.005
H -1.074 2.406 -4.064 0.000
H -2.976 4.185 -3.716 0.020
H -4.662 5.098 -2.318 -0.007
H -5.010 4.696 -0.056 0.016
H -3.636 3.534 1.453 0.004
H 1.303 1.632 -4.855 0.001
H 2.582 -1.839 -2.264 0.000
C 4.452 1.672 0.010 0.000
C 3.971 0.249 0.160 0.001
C 4.834 -0.828 -0.079 0.008
C 4.351 -2.119 0.040 0.000
C 5.257 -3.302 -0.203 0.000
C 3.019 -2.343 0.392 0.006
C 2.120 -1.285 0.646 0.002
C 2.664 0.013 0.508 0.009
N 0.790 -1.400 0.970 0.006
C 0.089 -2.683 0.920 -0.001
C 0.525 -3.686 2.002 0.002
C -1.382 -2.365 1.192 0.006
C 0.154 -3.298 -0.491 0.000
H 5.519 1.709 -0.214 0.000
H 4.270 2.242 0.923 0.000
H 3.918 2.180 -0.798 0.000
H 5.869 -0.651 -0.355 0.001
H 6.258 -2.979 -0.492 0.000
H 4.866 -3.945 -0.997 0.000
H 5.348 -3.918 0.695 0.000
H 2.699 -3.371 0.464 0.001
H 2.010 0.867 0.657 0.003
H 0.237 -3.300 2.984 0.000
H 1.597 -3.862 2.017 0.000
H 0.023 -4.646 1.843 0.000
H -1.499 -1.956 2.198 0.002
H -1.999 -3.267 1.128 0.001
H -1.760 -1.648 0.453 0.000
H 1.169 -3.559 -0.788 0.000
H -0.231 -2.567 -1.208 0.000
H -0.457 -4.207 -0.539 0.000
S -2.728 -0.176 -1.602 -0.001
C -3.284 -1.732 -1.686 0.000
N -4.190 -2.304 -0.859 0.000
C -4.555 -3.649 -1.268 0.000
C -3.382 -4.010 -2.193 0.000
N -2.887 -2.692 -2.566 0.000
H -4.756 -1.719 -0.271 0.000
H -5.508 -3.665 -1.804 0.000
H -4.622 -4.319 -0.413 0.000
H -3.706 -4.574 -3.066 0.000
H -2.622 -4.588 -1.661 0.000
H -2.009 -2.560 -3.039 0.000

=====

# 4
77
Properties=species:S:1:pos:R:3:lowdin_charge:R:1 method="wB97M-V/def2-TZVPD" relative_energy_ev=0.1222 homo_ev="0.9 / 1.0" homo_lumo_gap_ha="0.1176 / 0.1116" lumo_ha="0.14908 / 0.14928" charge=-2
Hg -0.173 0.137 0.941 0.883
N -3.983 -1.158 -0.299 0.066
N -1.827 1.733 -0.914 -0.100
C 1.734 -1.434 -1.458 -0.302
C 0.696 -1.527 -2.425 -0.279
C -0.270 -2.454 -1.945 -0.269
C -1.544 -2.829 -2.593 -0.092
H -1.616 -2.371 -3.586 0.051
H -2.409 -2.492 -1.999 0.048
H -1.615 -3.923 -2.713 0.061
C 0.180 -2.956 -0.698 -0.287
C -0.520 -3.964 0.130 -0.082
H -0.264 -4.986 -0.197 0.061
H -1.611 -3.852 0.058 0.065
H -0.249 -3.873 1.189 0.054
C 1.412 -2.319 -0.387 -0.331
C 2.220 -2.565 0.828 -0.118
H 1.585 -2.715 1.713 0.051
H 2.900 -1.731 1.040 0.044
H 2.836 -3.471 0.705 0.060
C 0.643 -0.814 -3.718 -0.097
H 1.062 -1.427 -4.534 0.061
H 1.211 0.124 -3.679 0.042
H -0.394 -0.572 -3.984 0.054
C 2.929 -0.566 -1.553 -0.093
H 3.347 -0.345 -0.561 0.051
H 2.684 0.395 -2.028 0.047
H 3.723 -1.043 -2.154 0.061
C -4.857 -1.685 0.555 -0.207
H -5.280 -2.658 0.286 0.086
C -5.221 -1.086 1.772 -0.160
H -5.898 -1.611 2.442 0.066
C -4.682 0.164 2.088 -0.136
H -4.894 0.644 3.044 0.091
C -3.887 0.804 1.148 -0.082
H -3.512 1.818 1.288 0.087
C -3.538 0.113 -0.064 -0.354
C -2.704 0.634 -1.066 -0.156
H -2.640 0.109 -2.019 0.085
C -0.546 1.661 -0.419 -0.234
C -2.050 3.009 -1.458 -0.040
H -3.003 3.292 -1.854 0.110
C -0.909 3.681 -1.353 -0.090
H -0.658 4.676 -1.674 0.105
N 0.049 2.831 -0.772 -0.021
C 1.461 3.076 -0.826 -0.114
C 2.031 3.435 -2.064 -0.197
C 3.406 3.684 -2.120 -0.019
H 3.845 3.997 -3.068 0.108
C 4.225 3.521 -1.003 -0.279
C 5.685 3.861 -1.048 -0.068
H 6.262 3.162 -0.431 0.076
H 5.871 4.873 -0.657 0.077
H 6.063 3.824 -2.075 0.070
C 3.646 3.094 0.189 -0.014
H 4.277 2.932 1.063 0.120
C 2.265 2.922 0.315 -0.192
C 1.739 2.624 1.683 -0.089
H 0.715 2.972 1.850 0.076
H 2.393 3.113 2.422 0.079
H 1.804 1.548 1.915 0.032
C 1.230 3.546 -3.321 -0.050
H 0.545 4.404 -3.310 0.064
H 0.654 2.638 -3.547 0.091
H 1.927 3.698 -4.154 0.073
S -0.787 0.278 3.439 0.400
C -1.141 -1.360 3.744 -0.829
N -0.575 -1.890 4.883 -0.047
C -0.975 -3.080 5.421 -0.174
C -2.014 -3.770 4.820 -0.153
C -2.525 -3.329 3.590 -0.153
C -2.048 -2.149 3.031 -0.157
H 0.132 -1.320 5.353 0.102
H -0.465 -3.381 6.333 0.080
H -2.417 -4.654 5.307 0.076
H -3.290 -3.907 3.069 0.082
H -2.394 -1.762 2.073 0.071

=====

# 5
81
Properties=species:S:1:pos:R:3:lowdin_charge:R:1 method="wB97M-V/def2-TZVPD" relative_energy_ev=0.0000 homo_ev=-4.3 homo_lumo_gap_ha=0.2514 lumo_ha=0.09454 charge=-1
Ag -0.098 0.538 -0.119 0.435
F -7.020 -3.666 0.802 0.029
C -5.727 -3.369 0.517 -0.302
C -5.402 -2.974 -0.761 -0.033
C -4.070 -2.675 -1.046 -0.128
C -3.066 -2.775 -0.078 -0.332
C -3.463 -3.146 1.216 -0.123
C -4.787 -3.455 1.521 -0.024
Sb -0.982 -2.137 -0.411 1.533
C -0.163 -4.118 -0.184 -0.321
C 0.583 -4.711 -1.204 -0.131
C 1.113 -5.990 -1.069 -0.015
C 0.891 -6.669 0.109 -0.297
F 1.400 -7.919 0.242 0.033
C 0.180 -6.122 1.155 -0.019
C -0.341 -4.839 1.002 -0.109
C -1.133 -2.238 -2.558 -0.363
C -0.828 -1.095 -3.301 -0.118
C -0.981 -1.063 -4.686 -0.011
C -1.441 -2.196 -5.316 -0.293
F -1.593 -2.179 -6.662 0.036
C -1.756 -3.352 -4.631 -0.017
C -1.603 -3.362 -3.248 -0.133
H -6.176 -2.892 -1.516 0.114
H -3.831 -2.339 -2.049 0.091
H -2.734 -3.171 2.021 0.069
H -5.090 -3.746 2.520 0.111
H 0.761 -4.170 -2.125 0.083
H 1.691 -6.454 -1.859 0.115
H 0.044 -6.687 2.067 0.112
H -0.878 -4.394 1.832 0.075
H -0.461 -0.209 -2.791 0.065
H -0.749 -0.177 -5.266 0.116
H -2.119 -4.218 -5.172 0.112
H -1.860 -4.264 -2.701 0.106
C 2.100 0.015 3.582 -0.055
N 0.767 -0.548 3.602 -0.188
C -0.183 -0.015 4.557 -0.045
C 0.414 -1.555 2.769 -0.347
O -0.691 -2.078 2.756 -0.063
H 2.615 -0.159 4.531 0.085
H 2.058 1.092 3.404 0.089
H 2.674 -0.442 2.782 0.067
H 0.083 -0.302 5.578 0.087
H -1.169 -0.403 4.325 0.082
H -0.196 1.074 4.491 0.088
H 1.193 -1.809 2.032 0.120
C 3.734 -1.020 -0.043 -0.069
C 2.688 -1.058 -1.157 -0.782
C 2.952 -2.277 -2.042 -0.057
C 2.823 0.209 -2.001 -0.069
O 1.399 -1.146 -0.615 -0.500
H 4.759 -1.037 -0.435 0.074
H 3.597 -1.889 0.612 0.075
H 3.604 -0.107 0.544 0.066
H 3.948 -2.248 -2.500 0.077
H 2.199 -2.318 -2.838 0.074
H 2.868 -3.188 -1.442 0.067
H 3.836 0.338 -2.402 0.075
H 2.571 1.079 -1.392 0.058
H 2.116 0.169 -2.837 0.069
C -1.783 4.017 0.429 -0.277
Si -1.192 2.644 -0.727 0.408
C -0.486 3.617 -2.183 -0.285
C -2.841 1.970 -1.411 -0.333
C -3.677 1.228 -0.560 -0.134
C -4.866 0.664 -1.004 -0.110
C -5.250 0.814 -2.334 -0.115
C -4.438 1.529 -3.203 -0.107
C -3.250 2.099 -2.743 -0.116
H -2.469 4.669 -0.125 0.020
H -0.940 4.622 0.791 0.008
H -2.312 3.626 1.307 0.008
H -1.241 4.312 -2.573 0.019
H -0.153 2.967 -3.002 0.010
H 0.384 4.200 -1.858 0.011
H -3.371 1.062 0.473 0.088
H -5.478 0.080 -0.323 0.094
H -6.169 0.363 -2.690 0.090
H -4.720 1.637 -4.246 0.091
H -2.627 2.647 -3.446 0.082

=====

# 6
84
Properties=species:S:1:pos:R:3:lowdin_charge:R:1 method="wB97M-V/def2-TZVPD" relative_energy_ev=0.7035 homo_ev=-7.6 homo_lumo_gap_ha=0.2637 lumo_ha=-0.01464 charge=0
Sc 0.611 0.123 0.120 0.897
O -5.257 4.373 0.200 -0.027
C -5.247 3.134 0.124 -0.709
O -6.156 2.309 -0.047 -0.021
C -3.850 2.513 0.251 -0.076
C -2.841 3.156 0.960 0.022
C -1.596 2.575 1.075 -0.105
N -1.290 1.419 0.473 0.006
C -2.265 0.801 -0.222 -0.183
C -3.550 1.283 -0.329 0.079
C -1.823 -0.503 -0.835 -0.545
O -2.480 -1.507 -0.758 0.106
O -0.589 -0.436 -1.380 -0.228
H -3.054 4.122 1.398 0.122
H -0.807 3.043 1.649 0.102
H -4.324 0.730 -0.841 0.137
C 2.862 0.180 0.376 -0.217
C 3.649 -0.495 -0.684 -0.307
C 3.531 -0.078 -2.019 -0.046
C 4.218 -0.704 -3.040 -0.026
C 5.059 -1.776 -2.753 -0.245
C 5.219 -2.190 -1.434 -0.031
C 4.526 -1.553 -0.420 -0.059
C 5.769 -2.451 -3.812 -0.191
N 6.328 -2.999 -4.653 0.146
H 3.021 1.259 0.274 0.033
H 3.186 -0.105 1.382 0.039
H 2.885 0.760 -2.257 0.094
H 4.106 -0.369 -4.062 0.121
H 5.892 -3.006 -1.207 0.120
H 4.678 -1.869 0.604 0.104
N 0.240 1.468 -3.225 0.135
C 0.688 2.380 -2.347 -0.671
N 0.964 2.114 -1.094 0.010
C 1.414 3.266 -0.441 -0.310
C 1.770 3.352 0.902 -0.057
C 2.177 4.573 1.411 -0.067
C 2.236 5.706 0.600 -0.077
C 1.887 5.633 -0.737 -0.074
C 1.479 4.406 -1.239 -0.454
S 0.964 4.019 -2.855 1.136
H -0.163 0.619 -2.832 0.076
H -0.114 1.785 -4.111 0.108
H 1.733 2.483 1.550 0.092
H 2.455 4.648 2.454 0.107
H 2.555 6.651 1.017 0.107
H 1.924 6.509 -1.368 0.113
C 2.371 -2.851 2.765 -0.172
C 1.057 -3.485 2.329 -0.423
As 0.414 -2.835 0.605 1.228
C 1.656 -3.753 -0.583 -0.408
C 1.427 -3.435 -2.052 -0.146
C -1.199 -3.900 0.359 -0.418
C -1.044 -5.393 0.605 -0.156
H 2.662 -3.191 3.761 0.072
H 2.316 -1.763 2.784 0.033
H 3.179 -3.118 2.087 0.057
H 0.261 -3.296 3.057 0.054
H 1.166 -4.569 2.250 0.067
H 1.549 -4.824 -0.392 0.064
H 2.657 -3.468 -0.275 0.041
H 0.429 -3.733 -2.378 0.072
H 2.154 -3.961 -2.673 0.077
H 1.531 -2.369 -2.264 0.052
H -1.547 -3.680 -0.650 0.057
H -1.952 -3.464 1.019 0.069
H -0.300 -5.852 -0.045 0.060
H -1.993 -5.891 0.401 0.076
H -0.776 -5.624 1.636 0.060
C 0.810 -0.887 5.657 -0.027
C -0.321 -0.161 4.924 -0.574
C -1.630 -0.956 5.007 -0.021
C -0.511 1.262 5.460 -0.026
C 0.036 -0.054 3.494 -0.074
N 0.246 0.048 2.371 0.177
H 0.548 -0.957 6.712 0.098
H 1.753 -0.347 5.571 0.097
H 0.950 -1.895 5.267 0.077
H -1.908 -1.046 6.057 0.099
H -1.514 -1.957 4.593 0.086
H -2.436 -0.450 4.477 0.100
H -0.799 1.198 6.509 0.097
H -1.297 1.786 4.918 0.095
H 0.410 1.839 5.391 0.094

=====

Ordered energy results: -75713.40690, -121931.82691, -117189.61120, -55803.81873, -67007.72832, -142872.36336; unit eV.
Ordered largest force on an atom results: 3.31, 6.53, 1.07, 2.95, 0.69, 0.80; unit eV Å⁻¹.